[1]
{"formula": "C13H23N3OS2", "method": "wB97M-V/def2-TZVPD", "species": ["C", "C", "C", "C", "C", "C", "H", "H", "S", "C", "N", "S", "C", "N", "N", "C", "O", "C", "H", "H", "C", "C", "H", "H", "H", "C", "H", "H", "H", "H", "H", "H", "H", "H", "H", "H", "H", "H", "H", "H", "H", "H"], "xyz": [[7.795, 0.079, -0.571], [7.091, 1.228, -0.082], [6.375, 0.972, 1.202], [4.786, 0.530, 1.030], [4.487, -0.870, 0.078], [2.925, -1.110, 0.219], [2.439, -1.188, 1.325], [2.778, -1.949, -0.462], [2.015, 0.284, -0.870], [0.494, -0.320, -0.467], [0.133, -1.116, 0.300], [-1.543, -1.436, 0.284], [-1.658, -0.319, -0.737], [-0.555, 0.516, -0.958], [-2.945, 0.266, -1.085], [-4.091, -0.426, -0.344], [-3.822, -1.535, 0.283], [-5.395, 0.125, -0.769], [-5.185, 0.776, -1.886], [-6.098, -0.600, -0.798], [-5.919, 1.181, 0.112], [-5.042, 2.468, 0.512], [-5.367, 3.224, 1.082], [-4.805, 2.906, -0.428], [-3.975, 2.230, 0.539], [-6.018, 0.520, 1.535], [-6.812, -0.494, 1.442], [-6.446, 1.372, 2.240], [-5.255, 0.041, 2.038], [-6.800, 1.521, -0.094], [-3.007, 1.218, -1.584], [4.803, -0.581, -0.911], [5.012, -1.503, 0.698], [4.211, 1.283, 0.559], [4.254, 0.365, 2.050], [6.334, 1.926, 1.958], [6.742, 0.038, 1.527], [7.621, 2.089, 0.369], [6.188, 1.621, -0.798], [6.996, -0.652, -0.766], [8.304, 0.302, -1.425], [8.380, -0.155, 0.282]], "homo_lumo_gap_ev": 8.51, "e_tot_ev": -42033.522, "max_force_ha_per_bohr": 0.2513, "homo_energy_ev": -8.5, "charge": 0}


[2]
{"formula": "C22H45N3O3S2", "method": "wB97M-V/def2-TZVPD", "species": ["C", "C", "C", "C", "C", "C", "C", "C", "S", "C", "S", "N", "C", "C", "O", "C", "C", "C", "C", "C", "C", "N", "O", "H", "H", "H", "H", "H", "H", "H", "H", "H", "H", "H", "H", "H", "H", "H", "H", "H", "H", "H", "H", "H", "H", "H", "H", "H", "H", "H", "H", "H", "H", "H", "C", "N", "C", "C", "C", "C", "O", "H", "H", "H", "H", "H", "H", "H", "H", "H", "H", "H", "H", "H", "H"], "xyz": [[3.383, -4.286, 3.131], [3.724, -4.148, 1.498], [4.994, -5.159, 1.243], [2.355, -4.626, 0.734], [2.317, -4.213, -0.845], [0.785, -3.941, -1.440], [-0.324, -5.038, -0.943], [-1.635, -4.395, -0.183], [-1.245, -3.046, 1.056], [-2.536, -1.685, 1.050], [-3.893, -1.834, 2.120], [-2.509, -0.424, 0.207], [-1.473, -0.479, -0.894], [-0.036, -0.008, -0.237], [-0.083, 1.457, -0.107], [-1.298, 1.908, 0.606], [-2.234, 0.698, 1.196], [3.215, -2.929, -1.280], [4.214, -2.302, -0.165], [5.782, -2.504, -0.704], [3.982, -0.644, -0.225], [3.995, -2.689, 1.264], [3.038, -1.967, 1.881], [3.431, -5.460, 3.338], [2.289, -3.960, 3.393], [4.214, -3.811, 3.808], [5.864, -4.789, 1.972], [5.404, -5.167, 0.146], [4.731, -6.257, 1.629], [1.358, -4.287, 1.269], [2.351, -5.819, 0.779], [2.724, -5.149, -1.463], [0.478, -2.811, -1.253], [0.891, -4.038, -2.623], [0.088, -5.901, -0.270], [-0.739, -5.563, -1.931], [-2.473, -4.014, -0.925], [-2.126, -5.287, 0.439], [-1.770, 0.332, -1.701], [-1.409, -1.519, -1.452], [0.228, -0.553, 0.773], [0.793, -0.272, -1.039], [-0.932, 2.540, 1.530], [-1.892, 2.671, -0.091], [-1.781, 0.299, 2.221], [-3.290, 1.167, 1.476], [2.493, -2.078, -1.687], [3.859, -3.258, -2.230], [6.491, -2.391, 0.222], [5.900, -3.554, -1.260], [6.081, -1.627, -1.454], [2.849, -0.345, -0.158], [4.686, -0.063, 0.510], [4.331, -0.332, -1.322], [-3.411, 6.077, 0.958], [-3.681, 6.893, -0.309], [-2.827, 8.156, -0.247], [-5.148, 7.291, -0.345], [-3.272, 6.103, -1.582], [-4.068, 4.810, -1.825], [-3.912, 3.900, -0.750], [-3.459, 6.755, 1.817], [-4.186, 5.317, 1.074], [-2.413, 5.634, 0.882], [-3.108, 8.726, 0.643], [-3.015, 8.746, -1.150], [-1.775, 7.859, -0.194], [-5.764, 6.390, -0.323], [-5.328, 7.859, -1.265], [-5.361, 7.905, 0.533], [-2.207, 5.876, -1.469], [-3.405, 6.787, -2.432], [-3.696, 4.325, -2.733], [-5.132, 5.013, -1.963], [-4.478, 3.124, -0.926]], "homo_lumo_gap_ev": [7.32, 7.32], "e_tot_ev": -55809.258, "max_force_ha_per_bohr": 0.0734, "homo_energy_ev": [-10.0, -10.0], "spin_multiplicity": 2, "charge": 1}


[3]
{"formula": "C4H5NO2", "method": "wB97M-V/def2-TZVPD", "species": ["C", "N", "C", "C", "C", "O", "O", "H", "H", "H", "H", "H"], "xyz": [[-1.086, -1.412, -0.234], [1.244, 1.336, 0.575], [-0.647, 1.048, 0.374], [-0.290, -0.144, -0.219], [1.129, -0.011, -0.337], [1.594, 1.202, -0.842], [-1.477, 1.818, 0.703], [1.561, 2.227, 0.955], [1.851, -0.821, -0.274], [-1.997, -1.306, 0.354], [-0.510, -2.237, 0.194], [-1.372, -1.700, -1.249]], "homo_lumo_gap_ev": 8.78, "e_tot_ev": -9808.422, "max_force_ha_per_bohr": 0.0344, "homo_energy_ev": -8.4, "charge": 0}


[4]
{"formula": "C11H15N", "method": "wB97M-V/def2-TZVPD", "species": ["C", "C", "C", "N", "C", "C", "C", "C", "C", "C", "H", "H", "H", "H", "H", "H", "H", "H", "H", "C", "C", "H", "H", "H", "H", "H", "H"], "xyz": [[-0.103, 1.791, 2.895], [-0.586, 0.628, 2.296], [-1.357, -0.376, 2.901], [-2.034, -1.196, 1.932], [-1.575, -0.838, 0.628], [-1.681, -1.304, -0.685], [-1.157, -0.571, -1.720], [-0.798, 0.786, -1.541], [-0.479, 1.158, -0.183], [-0.938, 0.406, 0.825], [0.022, 1.830, 4.053], [-0.808, 2.652, 3.073], [0.751, 2.079, 2.237], [-1.273, -0.594, 3.949], [-2.305, -2.182, 2.063], [-2.185, -2.230, -0.787], [-1.076, -1.334, -2.651], [-0.393, 1.179, -2.424], [0.000, 2.042, 0.050], [2.410, -0.166, -1.375], [2.203, -0.828, -2.772], [1.480, -0.215, -0.728], [3.231, -0.744, -0.863], [2.557, 0.853, -1.725], [1.076, -0.976, -2.830], [2.623, -1.795, -2.970], [2.394, -0.056, -3.649]], "homo_lumo_gap_ev": 8.79, "e_tot_ev": -13137.291, "max_force_ha_per_bohr": 0.1538, "smiles": "Cc1c[nH]c2ccccc12.CC", "homo_energy_ev": -7.9, "charge": 0}


- Which value of charge does entry 4 give?
  0